(1)
Density functional theory data (ωB97M-V/def2-TZVPD) for a molecular structure, C23H48N2OP2Pt at a distorted geometry.

Geometry as XYZ:
```
77
C23H48N2OP2Pt ωB97M-V/def2-TZVPD
C 1.788 -1.222 -1.164
N 1.342 -1.623 0.064
C 1.928 -2.707 0.667
C 3.056 -3.369 0.168
C 3.617 -2.843 -0.998
C 2.998 -1.755 -1.607
Pt -0.320 -0.721 1.098
C 1.259 -3.246 1.896
N 0.418 -2.211 2.589
C 1.210 -1.502 3.654
C 2.443 -0.760 3.163
C 1.022 -0.483 -2.302
P 0.236 1.135 -1.939
C -0.929 1.404 -3.368
C -0.343 2.436 -4.344
C 1.270 2.591 -1.350
C 0.362 3.813 -1.039
C 2.007 2.188 -0.059
C 2.311 2.955 -2.422
C -1.128 0.091 -4.147
C -2.303 1.855 -2.840
C -0.769 -2.876 3.234
C -1.730 -3.472 2.232
H 3.432 -4.254 0.680
H 4.493 -3.293 -1.436
H 3.364 -1.369 -2.556
H 1.776 -0.292 -3.125
H 2.509 3.068 0.377
H 1.308 1.799 0.703
H 2.771 1.425 -0.257
H 2.974 3.737 -2.018
H 2.928 2.084 -2.675
H 1.857 3.342 -3.342
H 0.987 4.692 -0.814
H -0.295 4.095 -1.874
H -0.267 3.638 -0.155
H -1.012 2.494 -5.216
H -0.280 3.446 -3.920
H 0.649 2.127 -4.706
H -0.190 -0.283 -4.577
H -1.587 -0.687 -3.526
H -1.821 0.289 -4.973
H -2.274 2.844 -2.358
H -3.000 1.910 -3.694
H -2.713 1.121 -2.125
H 0.587 -4.070 1.629
H 1.966 -3.649 2.641
H 0.523 -0.797 4.140
H 1.485 -2.276 4.387
H -1.267 -2.127 3.854
H -0.361 -3.637 3.906
H -2.730 -3.526 2.687
H -1.820 -2.884 1.304
H -1.401 -4.473 1.944
H 2.849 -0.186 4.008
H 3.231 -1.460 2.869
H 2.276 -0.055 2.336
H -0.672 1.056 -0.852
C -2.685 -1.556 -0.811
H -3.222 -2.504 -0.715
H -2.391 -1.409 -1.876
H -3.397 -0.755 -0.541
O -1.461 -1.755 -0.116
H 0.298 -1.120 -2.770
C -2.863 -0.094 3.190
P -1.630 0.680 2.103
C -2.614 1.769 1.013
C -0.695 1.815 3.193
H -3.289 -0.990 2.725
H -3.670 0.620 3.387
H -2.408 -0.369 4.146
H -3.338 1.182 0.432
H -3.149 2.495 1.635
H -1.960 2.327 0.327
H -0.251 2.616 2.587
H -1.392 2.246 3.918
H 0.098 1.273 3.719
```

Calculated values
**E_HOMO (spin up / spin down)**: -14.579 / -18.853 eV
**HOMO-LUMO gap (spin up / spin down)**: 6.3 / 6.5 eV
**2S+1**: 6
**Charge**: +3

***

(2)
Density functional theory data (ωB97M-V/def2-TZVPD) for a molecular structure, C36H27Br2ClCrGeN2O.

Geometry as XYZ:
```
71
C36H27Br2ClCrGeN2O ωB97M-V/def2-TZVPD
Cr -0.251 0.100 0.237
Cl 2.047 -5.926 2.827
C 1.343 -4.356 2.537
C 0.579 -3.765 3.603
C -0.008 -2.561 3.457
C 0.093 -1.851 2.193
O -0.553 -0.801 2.006
C 0.918 -2.416 1.143
C 1.764 -1.415 0.244
N 1.641 -0.015 0.495
C 2.415 0.782 -0.346
C 3.784 0.891 -0.334
C 4.434 1.761 -1.238
C 3.734 2.525 -2.131
C 2.322 2.421 -2.187
C 1.488 3.145 -3.074
C 0.145 2.923 -3.068
C -0.411 1.956 -2.195
N 0.348 1.281 -1.365
C 1.689 1.523 -1.322
C 1.517 -3.717 1.370
H 0.485 -4.319 4.529
H -0.601 -2.105 4.237
H 2.759 -1.799 0.003
H 4.362 0.331 0.392
H 5.514 1.839 -1.200
H 4.243 3.209 -2.800
H 1.933 3.870 -3.747
H -0.520 3.470 -3.723
H -1.492 1.785 -2.153
H 2.106 -4.170 0.585
Br -0.861 2.280 1.276
C -3.400 1.271 -1.476
Br -2.491 -0.438 -0.785
H -4.408 0.841 -1.590
H -3.421 1.840 -0.538
C 0.504 -1.899 -0.289
Ge 0.368 -2.903 -1.914
C -1.461 -3.550 -2.111
C -2.023 -4.090 -0.952
C -3.330 -4.549 -0.931
C -4.107 -4.474 -2.078
C -3.562 -3.953 -3.241
C -2.249 -3.501 -3.256
C 1.472 -4.545 -2.003
C 0.869 -5.782 -2.226
C 1.615 -6.954 -2.276
C 2.989 -6.914 -2.105
C 3.613 -5.694 -1.888
C 2.861 -4.530 -1.840
C 0.980 -1.662 -3.293
C 2.347 -1.444 -3.474
C 2.818 -0.530 -4.404
C 1.922 0.190 -5.180
C 0.560 0.003 -5.002
C 0.096 -0.908 -4.063
H -1.439 -4.128 -0.036
H -3.748 -4.947 -0.015
H -5.135 -4.813 -2.063
H -4.162 -3.887 -4.140
H -1.847 -3.111 -4.183
H -0.204 -5.838 -2.360
H 1.115 -7.900 -2.445
H 3.571 -7.827 -2.138
H 4.686 -5.648 -1.750
H 3.380 -3.596 -1.654
H 3.072 -1.987 -2.880
H 3.883 -0.371 -4.512
H 2.284 0.912 -5.901
H -0.149 0.586 -5.577
H -0.973 -0.990 -3.904
```

Calculated values
**E_HOMO (spin up / spin down)**: -3.792 / -3.793 eV
**HOMO-LUMO gap (spin up / spin down)**: 5.8 / 5.8 eV
**2S+1**: 2
**Charge**: -1

***

(3)
Density functional theory data (ωB97M-V/def2-TZVPD) for 2 unconnected molecules or ions with the total composition C15H10BCl4N2O3 at a distorted geometry.

Geometry as XYZ:
```
35
C15H10BCl4N2O3 ωB97M-V/def2-TZVPD
C 0.403 2.894 1.450
C 1.361 2.926 2.454
N 2.174 3.022 3.299
C -0.273 1.717 1.086
C -1.201 1.704 -0.018
C -1.909 0.565 -0.345
C -1.748 -0.617 0.419
N -2.566 -1.760 0.181
O -2.420 -2.754 0.932
O -3.399 -1.724 -0.752
C -0.814 -0.648 1.479
C -0.082 0.479 1.797
H 0.190 3.827 0.938
H -1.325 2.625 -0.594
H -2.612 0.552 -1.177
H -0.703 -1.579 2.032
H 0.651 0.441 2.607
Cl -3.663 6.612 0.071
B -2.198 6.680 1.188
Cl -0.600 6.233 0.303
Cl -1.995 8.347 2.008
O -2.469 5.623 2.257
C -1.714 5.455 3.269
C -2.065 4.593 4.372
C -1.119 4.521 5.416
C -1.325 3.697 6.509
C -2.503 2.936 6.576
Cl -2.746 1.905 7.907
C -3.477 3.019 5.565
C -3.271 3.843 4.467
H -0.770 6.014 3.329
H -0.213 5.120 5.336
H -0.591 3.635 7.302
H -4.388 2.428 5.658
H -4.020 3.926 3.674
```

Calculated values
**E_HOMO**: -3.651 eV
**HOMO-LUMO gap**: 3.8 eV
**2S+1**: 1
**Charge**: -1

***

(4)
Density functional theory data (ωB97M-V/def2-TZVPD) for 3 unconnected molecules or ions with the total composition C3H10O3S.

Geometry as XYZ:
```
17
C3H10O3S ωB97M-V/def2-TZVPD
O 1.750 0.023 1.976
C 0.608 -0.278 1.759
C 0.021 -0.497 0.386
C 1.007 -0.190 -0.755
S 0.173 0.779 -2.038
H -0.142 -0.422 2.554
H -0.256 -1.551 0.357
H -0.919 0.056 0.365
H 1.370 -1.124 -1.163
H 1.864 0.335 -0.327
H 1.147 1.599 -2.445
O -0.971 2.513 1.912
H -0.936 2.654 2.864
H -0.069 2.271 1.669
O -1.645 -2.113 -2.002
H -2.021 -2.551 -2.771
H -0.981 -1.504 -2.342
```

Calculated values
**SMILES**: O=CCCS.O.O
**E_HOMO**: -9.422 eV
**HOMO-LUMO gap**: 10.1 eV
**2S+1**: 1

***

(5)
Density functional theory data (ωB97M-V/def2-TZVPD) for 3 unconnected molecules or ions with the total composition C5H15NO2 at a distorted geometry.

Geometry as XYZ:
```
23
C5H15NO2 ωB97M-V/def2-TZVPD
C -2.946 -1.204 1.737
C -3.161 -0.011 0.808
C -2.109 0.492 0.145
N -2.121 1.498 -0.807
C -1.078 1.598 -1.850
C -0.501 0.264 -2.354
H -1.949 -1.669 1.624
H -3.149 -0.775 2.714
H -3.550 -2.058 1.451
H -4.188 0.304 0.783
H -1.153 -0.014 0.107
H -2.952 2.064 -0.830
H -0.338 2.285 -1.447
H -1.570 2.166 -2.620
H -0.995 -0.296 -3.149
H -0.092 -0.341 -1.578
H 0.327 0.626 -2.980
O 5.448 0.183 0.802
H 4.667 0.587 0.393
H 6.019 0.926 0.974
O 4.802 -2.239 2.146
H 5.113 -1.505 1.574
H 5.477 -2.881 2.357
```

Calculated values
**SMILES**: C/C=C/NCC.O.O
**E_HOMO**: -7.270 eV
**HOMO-LUMO gap**: 7.7 eV
**2S+1**: 1

***

Calculated ΔE to the lowest compared entry with this formula, charge and spin (kJ/mol), listed in the same order as above: 0.00 29.12 0.00 42.56 203.53
Calculated energy (eV), listed in the same order as above: -51449.5788 -280342.3739 -75608.7261 -20250.3254 -11011.8369